This record from the OMol25 dataset describes C19H40DyN5O5S as an isolated structure in a non-equilibrium geometry. The level of theory is ωB97M-V/def2-TZVPD.

LUMO level (spin up / spin down), hartree: -0.1892 / -0.1886
⟨S²⟩: 9.33
Calculated total energy, eV: -72951.0450
Strongest force on any atom, eV/A: 1.1
2S+1: 6
Energy relative to the best compared isomer or geometry (same formula, charge and spin), kJ/mol: 0.0
Total charge: +2

Element x y z (Å)
Dy  -1.88  -0.36  -1.37
C  -4.37  0.58  -3.24
C  -3.57  1.87  -3.38
N  -2.22  1.77  -2.75
C  -1.90  2.92  -1.86
C  -2.74  2.89  -0.59
N  -2.81  1.53  0.03
C  -4.19  1.13  0.39
C  -5.03  0.90  -0.87
N  -4.31  0.06  -1.86
H  -5.40  0.76  -3.56
H  -3.96  -0.20  -3.90
H  -3.48  2.13  -4.43
H  -4.10  2.70  -2.91
H  -1.53  1.77  -3.49
H  -0.84  2.84  -1.61
H  -2.05  3.87  -2.38
H  -2.33  3.60  0.13
H  -3.76  3.23  -0.78
H  -2.26  1.55  0.89
H  -4.12  0.20  0.96
H  -4.68  1.87  1.03
H  -5.98  0.44  -0.59
H  -5.29  1.85  -1.34
H  -4.72  -0.87  -1.85
O  -0.41  -2.55  -5.04
C  -0.46  -2.11  -3.81
O  -1.10  -1.11  -3.49
C  0.39  -2.97  -2.89
O  0.16  -2.76  -1.52
C  -0.73  -3.68  -0.84
C  -1.86  -2.72  -0.56
O  -1.70  -1.83  0.35
O  -2.70  -2.50  -1.46
H  -0.91  -1.95  -5.62
H  0.28  -4.01  -3.19
H  1.43  -2.68  -3.10
H  -1.04  -4.50  -1.47
H  -0.23  -4.04  0.06
C  3.66  3.80  1.13
C  4.66  3.05  1.99
C  4.73  1.54  1.74
C  3.46  0.76  2.06
N  2.48  0.89  0.98
C  1.41  0.17  0.69
S  0.65  0.63  -0.82
N  0.90  -0.80  1.44
C  1.35  -1.41  2.69
C  2.22  -2.64  2.46
C  2.71  -3.25  3.77
C  3.76  -2.40  4.47
H  3.76  4.88  1.26
H  2.63  3.56  1.37
H  3.82  3.60  0.06
H  4.44  3.22  3.05
H  5.66  3.46  1.83
H  5.52  1.11  2.35
H  5.01  1.33  0.70
H  3.01  1.13  2.99
H  3.69  -0.30  2.18
H  2.67  1.61  0.30
H  0.13  -1.28  1.00
H  0.43  -1.69  3.22
H  1.83  -0.66  3.31
H  3.07  -2.37  1.83
H  1.64  -3.37  1.89
H  3.13  -4.24  3.56
H  1.86  -3.43  4.43
H  4.61  -2.22  3.82
H  4.13  -2.88  5.37
H  3.37  -1.43  4.78

---

This record from the OMol25 dataset describes a 2-piece molecular cluster, C5H12O overall in a non-equilibrium geometry. The level of theory is ωB97M-V/def2-TZVPD.

LUMO level, hartree: 0.0259
SMILES: C/C=C/CC.O
Calculated total energy, eV: -7425.4909
Strongest force on any atom, eV/A: 3.1
Energy relative to the best compared isomer or geometry (same formula, charge and spin), kJ/mol: 175.6

Element x y z (Å)
C  0.64  0.82  -1.68
C  0.16  0.79  -0.29
C  -0.01  -0.35  0.37
C  -0.57  -0.62  1.79
C  -0.85  0.66  2.60
H  1.57  1.41  -1.77
H  -0.14  1.29  -2.30
H  0.83  -0.20  -2.05
H  -0.11  1.76  0.16
H  0.28  -1.25  -0.18
H  -1.52  -1.19  1.72
H  0.16  -1.26  2.33
H  -1.07  0.45  3.66
H  -1.71  1.18  2.16
H  0.03  1.32  2.55
O  0.60  -1.62  -2.66
H  0.38  -2.17  -3.45
H  1.32  -1.02  -2.97

---

Q: strongest force on any atom of number 2 (C5H12O)?
A: 3.1 eV/A